# 1
ORCA calculation (ωB97M-V/def2-TZVPD) on a structure of composition C29H28ClN9O4PPtS.

Element x y z (Å)
Pt -0.51 -0.25 -0.54
N -2.68 8.05 -2.49
C -2.52 6.77 -2.19
C -2.56 6.35 -0.82
C -2.43 5.02 -0.53
C -2.25 4.09 -1.57
C -2.21 4.49 -2.92
C -2.34 5.81 -3.24
S -2.32 2.34 -1.20
O -3.30 1.84 -2.11
O -2.51 2.25 0.23
N -0.87 1.68 -1.46
C -0.49 1.27 -2.75
N 0.10 0.06 -2.68
C 0.49 -0.52 -3.81
C 0.32 0.13 -5.02
C -0.26 1.39 -4.98
N -0.67 1.97 -3.84
H -2.84 8.75 -1.77
H -2.68 8.38 -3.45
H -2.71 7.08 -0.04
H -2.50 4.67 0.49
H -2.09 3.74 -3.69
H -2.32 6.15 -4.27
H 0.95 -1.50 -3.73
H 0.64 -0.32 -5.94
H -0.42 1.95 -5.89
Cl -1.53 -2.62 -1.34
C 0.04 -3.33 -1.73
C 0.11 -4.24 -2.76
C 1.35 -4.78 -3.07
C 2.48 -4.40 -2.36
C 2.38 -3.49 -1.32
C 1.15 -2.95 -0.99
P 0.88 -1.81 0.38
C 2.47 -1.25 0.95
C 3.15 -1.91 1.98
C 4.41 -1.48 2.35
C 5.00 -0.40 1.69
C 4.33 0.25 0.66
C 3.06 -0.17 0.29
C -0.55 -2.92 2.57
C -0.34 -4.20 3.28
C -1.40 -4.91 3.74
C -2.72 -4.47 3.54
C -2.97 -3.31 2.78
C -1.96 -2.57 2.27
H -0.78 -4.53 -3.31
H 1.43 -5.50 -3.88
H 3.45 -4.82 -2.62
H 3.27 -3.21 -0.76
H 2.70 -2.76 2.47
H 4.95 -1.99 3.14
H 5.99 -0.08 1.98
H 4.80 1.07 0.15
H 2.55 0.33 -0.52
H 0.68 -4.54 3.39
H -1.22 -5.84 4.26
H -3.55 -5.04 3.95
H -4.00 -3.02 2.57
H -2.13 -1.69 1.67
N -0.07 1.79 1.86
N 0.35 1.66 3.19
C 0.38 0.48 3.81
N 0.70 0.43 5.08
N 0.06 -0.60 3.02
N -0.05 -1.75 3.58
O 0.05 -2.04 4.75
O 0.32 -2.87 1.46
H 0.61 2.34 1.35
H -1.00 2.21 1.82
H 0.54 2.49 3.73
H 0.93 1.26 5.60
H 0.69 -0.46 5.56

Computed properties:
Total energy ... -3233.637829 a.u.
Net charge ... +3
ΔE to the lowest compared entry with this formula, charge and spin ... 0.00 kcal per mole
Lowest unoccupied orbital energy (alpha / beta) ... -8.299 / -10.410 eV
Spin multiplicity ... 5
Frontier orbital gap (alpha / beta) ... 6.79 / 6.08 eV

***

# 2
ORCA calculation (ωB97M-V/def2-TZVPD) on a structure of composition C29H28F3N4O3S2Ti.

Element x y z (Å)
Ti 0.93 -0.84 -0.60
N 1.55 -1.94 1.65
N 2.19 -3.14 1.99
C 3.16 -3.69 1.24
N 3.52 -4.94 1.59
S 3.93 -2.89 -0.02
H 1.92 -1.18 2.22
H 0.57 -2.06 1.90
H 1.81 -3.66 2.77
H 2.98 -5.50 2.22
H 4.26 -5.37 1.07
O 2.85 -0.10 -0.07
C 3.61 0.47 -1.14
C 3.44 -0.39 -2.36
C 4.34 -0.39 -3.40
C 4.09 -1.22 -4.49
C 2.95 -2.01 -4.49
C 2.10 -1.94 -3.41
N 2.34 -1.14 -2.35
H 3.31 -0.97 0.15
H 4.65 0.56 -0.85
H 3.21 1.47 -1.31
H 5.23 0.23 -3.36
H 4.78 -1.25 -5.32
H 2.73 -2.67 -5.31
H 1.19 -2.52 -3.37
O -5.65 3.69 -0.51
C -5.43 2.35 -0.54
O -6.28 1.60 -0.18
C -4.11 1.89 -1.07
C -2.96 2.68 -1.04
C -1.75 2.16 -1.46
C -1.67 0.85 -1.91
S -0.10 0.16 -2.39
C -2.82 0.07 -1.97
C -4.03 0.58 -1.54
H -4.94 4.16 -0.97
H -2.98 3.69 -0.66
H -0.85 2.77 -1.42
H -2.76 -0.95 -2.34
H -4.92 -0.02 -1.55
F 0.62 -3.78 -1.49
C -0.08 -2.87 -0.77
F -0.31 -3.51 0.45
F -1.32 -2.83 -1.34
C -4.65 0.31 2.61
C -3.73 1.35 2.64
C -2.48 1.20 2.07
C -2.14 -0.01 1.46
C -3.07 -1.05 1.42
C -4.32 -0.89 2.00
C -0.84 -0.19 0.79
C 0.29 0.51 0.70
C 0.81 1.71 1.35
C 0.87 1.79 2.74
C 1.42 2.90 3.36
C 1.89 3.96 2.59
C 1.82 3.89 1.21
C 1.30 2.77 0.59
H -5.64 0.45 3.03
H -4.00 2.29 3.10
H -1.78 2.02 2.08
H -2.81 -1.98 0.93
H -5.04 -1.70 1.96
H -0.90 -1.12 0.17
H 0.48 0.97 3.34
H 1.46 2.95 4.44
H 2.30 4.84 3.07
H 2.19 4.72 0.61
H 1.26 2.71 -0.49

Computed properties:
Total energy ... -3511.935035 a.u.
Net charge ... +1
ΔE to the lowest compared entry with this formula, charge and spin ... 1.06 kcal per mole
Lowest unoccupied orbital energy ... -3.436 eV
Spin multiplicity ... 1
Frontier orbital gap ... 7.66 eV

***

# 3
ORCA calculation (ωB97M-V/def2-TZVPD) on a structure of composition C29H28N4O3PSSe2Ti.

Element x y z (Å)
Ti -0.33 0.41 0.37
C -2.75 -4.23 3.88
C -1.60 -3.28 4.17
N -0.76 -3.04 3.00
C -0.99 -2.07 2.10
S 0.00 -2.06 0.68
N -1.97 -1.21 2.33
N -2.03 -0.22 1.41
C -3.14 0.42 1.28
C -4.39 0.06 2.01
C -3.11 1.54 0.32
C -4.22 2.30 -0.01
C -4.07 3.34 -0.91
C -2.83 3.60 -1.44
C -1.76 2.79 -1.08
N -1.91 1.78 -0.23
H -3.36 -4.37 4.77
H -2.38 -5.21 3.57
H -3.38 -3.83 3.09
H -0.95 -3.67 4.95
H -1.97 -2.31 4.50
H -0.03 -3.69 2.78
H -4.13 -0.49 2.91
H -5.00 -0.59 1.38
H -4.97 0.94 2.27
H -5.18 2.08 0.43
H -4.93 3.95 -1.18
H -2.66 4.41 -2.14
H -0.77 2.94 -1.49
Se -1.34 -0.63 -1.96
P 0.72 -0.39 -2.53
Se 1.60 1.07 -1.17
C 0.89 0.18 -4.23
C 2.12 0.70 -4.64
C 2.29 1.07 -5.96
C 1.25 0.93 -6.87
C 0.03 0.41 -6.46
C -0.15 0.03 -5.14
C 1.62 -1.96 -2.41
C 2.88 -2.04 -1.83
C 3.54 -3.26 -1.81
C 2.96 -4.38 -2.36
C 1.70 -4.30 -2.94
C 1.03 -3.09 -2.97
H 2.93 0.81 -3.94
H 3.24 1.48 -6.29
H 1.39 1.22 -7.90
H -0.78 0.30 -7.17
H -1.11 -0.36 -4.81
H 3.33 -1.16 -1.38
H 4.52 -3.32 -1.35
H 3.48 -5.33 -2.34
H 1.24 -5.18 -3.37
H 0.04 -3.03 -3.40
O 1.06 4.34 2.55
C 1.95 3.55 3.17
C 2.93 4.07 4.02
C 3.83 3.23 4.64
C 3.79 1.85 4.44
C 2.82 1.33 3.61
C 1.90 2.16 2.97
C 0.91 1.52 2.10
O 0.02 2.14 1.44
O 0.91 0.25 1.92
H 1.22 5.26 2.80
H 2.97 5.14 4.18
H 4.58 3.65 5.30
H 4.50 1.20 4.94
H 2.76 0.26 3.43

Computed properties:
Total energy ... -7958.519182 a.u.
Net charge ... +1
Lowest unoccupied orbital energy ... -3.896 eV
Spin multiplicity ... 1
Frontier orbital gap ... 6.47 eV

***

# 4
ORCA calculation (ωB97M-V/def2-TZVPD) on a structure of composition C29H28N8O3S2Tl at a distorted geometry.

Element x y z (Å)
Tl 0.56 -0.28 -0.35
C -1.36 -2.34 3.12
N -1.30 -0.92 2.94
C -2.54 -0.24 2.69
C -2.94 -0.12 1.25
N -2.14 -0.17 0.23
C -2.91 0.22 -0.87
C -2.54 0.36 -2.20
C -3.51 0.82 -3.08
C -4.81 1.12 -2.65
C -5.19 0.97 -1.33
C -4.21 0.51 -0.45
N -4.21 0.28 0.91
C -0.89 -3.14 1.94
N -0.29 -2.66 0.90
C 0.05 -3.77 0.13
C 0.69 -3.83 -1.10
C 0.92 -5.09 -1.63
C 0.53 -6.26 -0.97
C -0.12 -6.21 0.25
C -0.35 -4.95 0.78
N -0.96 -4.51 1.95
H -2.38 -2.66 3.38
H -0.74 -2.64 3.98
H -0.57 -0.64 2.30
H -2.47 0.78 3.08
H -3.35 -0.72 3.25
H -1.54 0.11 -2.52
H -3.25 0.96 -4.12
H -5.53 1.49 -3.37
H -6.19 1.21 -1.00
H -4.97 0.46 1.55
H 0.95 -2.92 -1.63
H 1.42 -5.18 -2.59
H 0.73 -7.22 -1.42
H -0.44 -7.11 0.77
H -1.37 -5.09 2.66
N 4.40 1.61 5.24
C 3.46 1.14 4.35
C 2.83 2.01 3.45
C 1.85 1.51 2.62
N 1.46 0.23 2.61
C 2.08 -0.60 3.46
C 3.07 -0.20 4.34
H 4.83 2.50 5.04
H 5.02 0.93 5.66
H 3.11 3.05 3.39
H 1.35 2.16 1.91
H 1.77 -1.64 3.42
H 3.55 -0.91 5.00
O 2.44 7.01 -0.96
S 2.68 5.60 -0.84
O 3.99 5.19 -0.41
N 1.52 4.87 0.05
C 0.84 3.98 -0.66
S -0.39 3.00 -0.06
C 1.27 3.89 -2.09
C 0.79 3.05 -3.09
C 1.35 3.15 -4.36
C 2.37 4.06 -4.63
C 2.85 4.90 -3.63
C 2.29 4.78 -2.37
H 0.00 2.35 -2.86
H 1.00 2.49 -5.14
H 2.79 4.12 -5.62
H 3.64 5.62 -3.82
C -0.21 -2.09 -3.36
O 0.31 -1.80 -2.12
H -1.30 -1.96 -3.44
H -0.02 -3.13 -3.67
H 0.22 -1.47 -4.18

Computed properties:
Total energy ... -2754.606642 a.u.
Net charge ... -1
ΔE to the lowest compared entry with this formula, charge and spin ... 37.52 kcal per mole
Lowest unoccupied orbital energy ... 2.235 eV
Spin multiplicity ... 1
Frontier orbital gap ... 6.66 eV

***

# 5
ORCA calculation (ωB97M-V/def2-TZVPD) on a structure of composition C29H28NOSScSi.

Element x y z (Å)
Sc -1.37 -1.48 0.59
C -4.65 -1.96 0.76
C -4.06 -2.90 -0.08
C -3.03 -3.70 0.41
C -2.59 -3.55 1.73
C -3.16 -2.57 2.55
C -4.20 -1.79 2.07
H -5.46 -1.35 0.39
H -4.41 -3.02 -1.09
H -2.60 -4.47 -0.22
H -1.81 -4.20 2.11
H -2.81 -2.46 3.57
H -4.66 -1.05 2.70
O -0.07 -1.96 2.22
H -0.19 -2.27 3.13
H 0.90 -1.88 2.03
S -2.82 0.33 -0.31
C -2.33 1.96 -0.70
N -1.19 2.24 -1.35
C -0.83 3.49 -1.71
C -1.64 4.55 -1.44
C -2.84 4.30 -0.78
C -3.19 3.01 -0.42
H -0.56 1.48 -1.58
H 0.12 3.56 -2.22
H -1.35 5.54 -1.74
H -3.52 5.12 -0.55
H -4.12 2.81 0.09
C 0.87 3.75 1.83
C 1.75 3.48 0.79
C 1.79 2.21 0.22
C 0.96 1.19 0.68
C 0.10 1.48 1.74
C 0.04 2.75 2.31
Si 0.99 -0.50 -0.18
C 1.35 -0.25 -1.99
C 2.68 -0.07 -2.41
C 2.98 0.18 -3.74
C 1.96 0.25 -4.69
C 0.64 0.06 -4.30
C 0.34 -0.19 -2.96
C 2.34 -1.53 0.62
C 3.17 -1.03 1.64
C 4.16 -1.81 2.22
C 4.34 -3.12 1.79
C 3.53 -3.65 0.79
C 2.54 -2.86 0.21
H 0.83 4.74 2.27
H 2.42 4.25 0.43
H 2.48 2.02 -0.60
H -0.55 0.71 2.16
H -0.64 2.95 3.13
H 3.49 -0.14 -1.69
H 4.01 0.31 -4.05
H 2.19 0.44 -5.73
H -0.16 0.09 -5.03
H -0.69 -0.39 -2.69
H 3.04 0.00 1.98
H 4.79 -1.40 2.99
H 5.11 -3.73 2.24
H 3.68 -4.66 0.45
H 1.93 -3.28 -0.58

Computed properties:
Total energy ... -2699.827238 a.u.
Net charge ... +2
ΔE to the lowest compared entry with this formula, charge and spin ... 12.80 kcal per mole
Lowest unoccupied orbital energy ... -6.648 eV
Spin multiplicity ... 1
Frontier orbital gap ... 6.93 eV

***

# 6
ORCA calculation (ωB97M-V/def2-TZVPD) on a structure of composition C29H29AlN7O3S3 at a distorted geometry.

Element x y z (Å)
Al 0.85 0.24 0.44
C 4.80 -0.26 -3.61
C 3.44 -0.58 -3.44
C 2.84 -0.42 -2.20
C 3.56 0.14 -1.14
C 4.94 0.38 -1.28
C 5.54 0.17 -2.51
N 2.89 0.32 0.05
N 3.63 0.76 1.05
C 3.06 0.62 2.24
C 3.70 1.17 3.38
C 3.10 0.96 4.62
C 1.88 0.23 4.67
C 1.28 -0.17 3.47
N 1.79 0.10 2.24
H 5.28 -0.40 -4.58
H 2.85 -0.96 -4.25
H 1.81 -0.80 -2.08
H 5.46 0.71 -0.36
H 6.62 0.29 -2.58
H 4.66 1.67 3.25
H 3.58 1.28 5.52
H 1.43 -0.10 5.63
H 0.37 -0.76 3.46
C -6.40 0.09 0.12
C -4.99 -0.10 -0.34
C -4.70 -0.45 -1.66
C -3.39 -0.88 -1.89
N -2.44 -0.82 -0.94
C -2.76 -0.25 0.24
S -1.49 0.00 1.42
N -4.01 0.11 0.54
H -7.04 0.58 -0.65
H -6.47 0.66 1.08
H -6.86 -0.92 0.28
H -5.48 -0.51 -2.41
H -3.06 -1.31 -2.83
O 2.48 3.97 1.56
S 1.09 3.61 1.65
O 0.42 3.35 2.90
N 0.78 2.31 0.62
C 0.12 2.67 -0.49
S -0.08 1.44 -1.69
C -0.32 4.10 -0.42
C -1.15 4.82 -1.28
C -1.63 6.06 -0.92
C -1.23 6.67 0.28
C -0.27 6.05 1.07
C 0.13 4.78 0.71
H -1.39 4.36 -2.23
H -2.31 6.61 -1.57
H -1.63 7.62 0.57
H 0.11 6.49 1.97
O 0.90 -1.60 0.03
C 0.41 -2.78 -0.04
C -0.08 -3.47 1.20
C -0.89 -4.75 0.84
C -2.03 -4.52 -0.16
C -1.71 -4.72 -1.66
C -0.83 -3.55 -2.10
N 0.34 -3.50 -1.22
H -0.68 -2.74 1.75
H 0.78 -3.71 1.85
H -1.34 -5.18 1.76
H -0.19 -5.50 0.42
H -2.35 -3.48 -0.04
H -2.92 -5.10 0.13
H -2.61 -4.71 -2.26
H -1.18 -5.72 -1.80
H -1.33 -2.58 -2.05
H -0.45 -3.65 -3.13
H 0.79 -4.41 -1.16

Computed properties:
Total energy ... -3168.390585 a.u.
Net charge ... +1
Lowest unoccupied orbital energy ... -5.131 eV
Spin multiplicity ... 1
Frontier orbital gap ... 5.17 eV

***

# 7
ORCA calculation (ωB97M-V/def2-TZVPD) on a structure of composition C29H29BF4N4PRuSTe4 at a distorted geometry.

Element x y z (Å)
Ru -1.01 -0.49 -0.02
Te -1.66 2.04 -0.56
Te 0.21 3.94 -1.39
Te -3.68 7.74 -1.24
Te -2.71 5.24 -0.95
C 2.29 0.76 -2.19
C 2.87 1.55 -1.05
C 3.99 2.35 -1.32
C 4.60 3.09 -0.33
C 4.11 3.03 0.97
C 3.02 2.24 1.25
C 2.36 1.51 0.25
P 1.09 0.22 0.66
C 0.80 0.59 2.44
C 0.35 1.90 2.64
C -0.11 2.33 3.87
C -0.10 1.45 4.94
C 0.39 0.17 4.77
C 0.82 -0.30 3.52
C 1.25 -1.74 3.45
C 2.21 -1.22 0.36
C 3.59 -1.20 0.32
C 4.29 -2.22 -0.32
C 3.58 -3.23 -0.94
C 2.20 -3.29 -0.85
C 1.49 -2.32 -0.13
C 0.04 -2.38 0.08
H 2.98 -0.03 -2.48
H 2.10 1.41 -3.04
H 1.35 0.28 -1.94
H 4.36 2.38 -2.33
H 5.46 3.71 -0.57
H 4.58 3.59 1.76
H 2.66 2.21 2.27
H 0.36 2.60 1.81
H -0.49 3.34 3.98
H -0.49 1.75 5.91
H 0.39 -0.52 5.60
H 1.77 -2.01 4.37
H 1.91 -1.94 2.61
H 0.37 -2.38 3.37
H 4.14 -0.36 0.75
H 5.37 -2.19 -0.36
H 4.12 -4.00 -1.50
H 1.65 -4.11 -1.31
H -0.22 -2.39 1.14
H -0.47 -3.20 -0.43
F -2.12 -0.65 2.55
B -2.64 -1.67 3.43
F -2.38 -2.92 2.87
F -4.03 -1.48 3.59
F -2.01 -1.56 4.68
S -1.03 -0.22 -2.57
C -1.19 -0.65 -4.25
C -0.29 -1.56 -4.84
C -0.31 -1.80 -6.20
C -1.21 -1.15 -7.03
C -2.12 -0.26 -6.46
C -2.11 -0.02 -5.09
H 0.43 -2.06 -4.20
H 0.40 -2.51 -6.62
H -1.21 -1.32 -8.10
H -2.83 0.26 -7.09
H -2.80 0.69 -4.66
N -6.64 0.11 1.75
C -5.39 -0.09 1.23
N -4.49 0.87 1.41
N -5.19 -1.21 0.57
C -3.97 -1.48 0.17
N -2.91 -1.78 -0.20
H -6.73 0.78 2.49
H -7.17 -0.74 1.85
H -4.71 1.72 1.89
H -3.58 0.80 1.00

Computed properties:
Total energy ... -3672.640954 a.u.
Net charge ... -2
ΔE to the lowest compared entry with this formula, charge and spin ... 53.69 kcal per mole
Lowest unoccupied orbital energy (alpha / beta) ... 3.625 / 3.056 eV
Spin multiplicity ... 6
Frontier orbital gap (alpha / beta) ... 5.10 / 4.99 eV